(1)
3 unconnected molecules or ions with the total composition C5H14N2O2. Source: the OMol25 dataset; level of theory: ωB97M-V/def2-TZVPD.

Last column: Löwdin charge in e.
Cartesian coordinates (Å):
C 1.1155 0.1386 0.4430  -0.55
C 2.6404 0.2221 0.3651  -0.01
C 0.5668 1.1098 1.4848  -0.02
C 0.5181 0.4543 -0.9529  -0.49
N 0.6836 -0.5328 -1.8671  0.19
O 0.7994 -1.2169 0.7847  -0.04
O -0.0456 1.5100 -1.2166  0.03
H -0.1767 -1.2711 0.8089  0.05
H 0.9947 -1.4422 -1.5661  0.11
H 0.2723 -0.4225 -2.7794  0.12
H 3.0602 -0.0024 1.3464  0.09
H 2.9556 1.2224 0.0645  0.10
H 3.0329 -0.4995 -0.3513  0.08
H 0.8027 2.1396 1.2190  0.09
H -0.5162 1.0213 1.5659  0.07
H 1.0099 0.8727 2.4526  0.09
C -2.2569 -0.8175 0.1640  -0.20
N -2.6428 0.4437 -0.0845  -0.01
H -3.6113 0.7272 -0.1140  0.10
H -1.9750 1.0953 -0.4803  0.06
H -2.5023 -1.8178 -1.2316  0.13
H -2.9856 -1.4401 0.6780  0.05
H -1.7399 -1.4941 -0.7330  -0.02

Atoms 1-6, force components in eV/Å:
-0.038 -0.066 -0.014
-0.136 -0.010 -0.001
0.058 -0.098 -0.112
-0.082 0.042 0.083
-0.007 0.036 0.053
0.009 0.254 -0.096

Calculated values
net charge	0
frontier orbital gap	9.035	eV
highest occupied orbital energy	-8.4	eV
energy above the lowest of the compared OMol25 structures with the same formula, charge and spin	87.0	kcal/mol
multiplicity	1


(2)
A molecular structure, C3H4Na2O3. Source: the OMol25 dataset; level of theory: ωB97M-V/def2-TZVPD.

Last column: Löwdin charge in e.
Cartesian coordinates (Å):
O 1.5744 0.5235 0.1475  -0.49
C 1.0055 -0.7033 -0.1688  -0.49
C -0.2413 -1.0125 0.5893  0.04
O -3.0918 0.0549 -0.8949  0.24
C -2.6524 1.1332 -0.8624  -0.35
O -1.9062 1.9970 -0.6027  0.16
Na 3.4983 0.3604 1.0624  0.82
Na 0.4906 2.4358 0.0332  0.74
H 1.6980 -1.5703 -0.0104  0.11
H 0.7943 -0.7797 -1.2598  0.11
H -0.4412 -0.4572 1.5109  0.06
H -0.7283 -1.9820 0.4557  0.06

Atoms 1-6, force components in eV/Å:
0.400 0.720 0.323
-0.408 -0.394 -0.351
0.115 -0.157 0.250
-0.808 1.732 -0.831
1.685 -2.804 1.589
-0.691 1.076 -0.707

Calculated values
net charge	+1
frontier orbital gap (alpha / beta)	6.652 / 8.169	eV
highest occupied orbital energy (alpha / beta)	-10.8 / -12.3	eV
multiplicity	2


(3)
5 unconnected molecules or ions with the total composition C45H100ClIN8O11P2. Source: the OMol25 dataset; level of theory: ωB97M-V/def2-TZVPD.

Last column: Löwdin charge in e.
Cartesian coordinates (Å):
C 4.3431 -3.4451 -1.0669  -0.10
C 4.2072 -2.0003 -1.5534  -0.28
C 4.6812 -0.9708 -0.5239  -0.17
C 3.5628 0.0365 -0.2052  -0.21
N 3.4815 0.9687 -1.3227  0.01
C 2.4887 2.0374 -1.2283  -0.62
N 1.7918 2.0219 0.0366  0.11
C 2.1829 2.7314 0.9790  -0.35
O 2.5362 2.9896 2.0871  0.13
O 1.7389 2.1827 -2.3962  -0.15
C 0.4518 1.4901 -2.6537  -0.32
C 0.5924 0.0943 -2.0775  -0.15
C -0.5497 -0.9247 -2.2299  -0.11
C -0.4167 -2.0097 -1.1809  -0.50
O -1.3681 -2.6077 -0.7578  0.12
O 0.8418 -2.3242 -0.7698  0.09
C -0.6126 2.4358 -2.0346  -0.51
I -1.5133 1.6998 -0.1694  1.02
C -1.8538 2.8993 -2.8251  -0.34
C -2.4673 4.1466 -2.1387  -0.13
C 0.5910 1.5010 -4.2292  -0.27
C -0.6212 1.2268 -5.1282  -0.11
C -1.8013 0.3642 -4.7199  -0.21
O -1.6745 -1.0125 -5.1060  -0.08
O 1.8111 0.7323 -4.4244  -0.15
C 2.1235 -0.0442 -5.5209  -0.69
Cl 3.6904 -0.8645 -4.9911  0.77
C 1.1735 -1.2515 -5.7788  -0.24
N 0.4480 -1.1600 -7.0318  0.02
C 2.4736 0.6241 -6.8472  -0.10
C 3.5870 1.6397 -6.8461  -0.52
O 4.5605 1.6577 -6.1510  0.09
O 3.4235 2.5866 -7.8265  0.08
P 1.1378 3.2322 -4.7441  0.61
N 0.3691 4.3929 -4.0552  -0.09
O 0.8525 3.3106 -6.3211  -0.13
O 2.7195 3.4154 -4.6190  -0.13
P 3.6199 3.5941 -1.1396  1.02
C 5.0655 3.3716 -2.2456  -0.24
O 2.8183 4.8749 -1.8040  -0.29
H 3.6375 -3.5986 -0.2588  0.07
H 4.0908 -4.1495 -1.8492  0.07
H 5.3632 -3.6051 -0.7430  0.07
H 3.1603 -1.8452 -1.7956  0.07
H 4.7323 -1.9172 -2.4955  0.07
H 5.4490 -0.3811 -1.0102  0.10
H 5.0799 -1.4197 0.3748  0.11
H 2.6629 -0.5489 -0.0253  0.10
H 3.8926 0.5747 0.6703  0.11
H 3.3970 0.5049 -2.2192  0.10
H 1.4767 -0.3997 -2.4434  0.11
H 0.7585 0.1327 -1.0132  0.06
H -1.5433 -0.5426 -2.0629  0.07
H -0.5352 -1.4774 -3.1631  0.11
H 0.7842 -2.4691 0.1810  0.12
H -0.1223 3.3229 -1.6913  0.06
H -2.6209 2.1470 -2.7302  0.06
H -1.6792 3.2039 -3.8404  0.07
H -1.8699 4.5040 -1.3099  0.05
H -3.4695 3.9403 -1.7925  0.06
H -2.5385 4.9643 -2.8419  0.05
H -1.0609 2.1715 -5.4033  0.10
H -0.3026 0.8521 -6.0955  0.11
H -2.6507 0.7286 -5.2911  0.13
H -2.1123 0.4411 -3.6890  0.08
H -2.1917 -1.5108 -4.4723  0.09
H 0.5217 -1.3023 -4.9190  0.09
H 1.7400 -2.1697 -5.7715  0.09
H 0.9986 -1.4916 -7.8077  0.08
H -0.4008 -1.7003 -7.0098  0.07
H 2.8099 -0.1674 -7.5035  0.13
H 1.6325 1.0606 -7.3578  0.11
H 3.6130 3.4137 -7.3760  0.11
H 1.0255 4.9680 -3.5407  0.01
H 0.7995 4.2524 -6.5095  0.08
H 3.1716 2.6527 -4.2339  0.06
H 4.9271 3.7803 -3.2426  0.03
H 5.4164 2.3535 -2.3048  0.03
H 5.8683 3.9529 -1.8083  0.03
H 3.3323 5.2763 -2.5070  0.04
C -1.0096 -6.6346 4.5596  -0.09
C -0.9983 -5.1201 4.6904  -0.27
N -0.7246 -4.4393 3.4416  -0.19
C -0.4550 -3.0254 3.6036  -0.25
C -1.5853 -2.1304 4.1205  -0.09
C -1.5953 -4.7765 2.3235  -0.24
C -3.1035 -4.5484 2.4886  -0.08
H -0.0717 -6.9968 4.1353  0.06
H -1.1311 -7.0879 5.5445  0.07
H -1.8320 -6.9896 3.9376  0.07
H -0.2139 -4.8512 5.4039  0.11
H -1.9509 -4.7990 5.1418  0.10
H -0.1021 -2.6275 2.6459  0.10
H 0.3969 -2.9203 4.2844  0.11
H -2.3330 -1.9476 3.3503  0.06
H -1.1787 -1.1578 4.4056  0.07
H -2.0814 -2.5428 4.9997  0.06
H -1.4378 -5.8304 2.0799  0.10
H -1.2518 -4.2412 1.4357  0.10
H -3.4707 -4.8844 3.4599  0.07
H -3.6424 -5.1121 1.7248  0.07
H -3.3762 -3.5029 2.3594  0.05
C 6.0031 -7.4897 7.2788  -0.09
C 4.9458 -8.1252 6.3887  -0.28
N 3.6716 -7.4352 6.4251  -0.20
C 2.5971 -8.1810 5.7947  -0.25
C 2.6933 -8.4422 4.2862  -0.09
C 3.7134 -6.0159 6.1197  -0.25
C 4.2773 -5.5838 4.7588  -0.08
H 5.6518 -7.4119 8.3083  0.08
H 6.9040 -8.1042 7.2746  0.07
H 6.2882 -6.4954 6.9333  0.06
H 4.7865 -9.1489 6.7375  0.12
H 5.3489 -8.2044 5.3663  0.10
H 1.6484 -7.6794 6.0052  0.10
H 2.5223 -9.1486 6.3011  0.11
H 2.4677 -7.5482 3.7062  0.05
H 1.9604 -9.1996 3.9992  0.07
H 3.6754 -8.8118 3.9911  0.06
H 4.2968 -5.5208 6.9002  0.10
H 2.7061 -5.6074 6.2340  0.11
H 5.1882 -6.1237 4.4971  0.07
H 4.5269 -4.5210 4.7880  0.07
H 3.5547 -5.7170 3.9553  0.05
C -1.2444 6.9793 -4.9977  -0.10
C -2.3419 7.5264 -5.8987  -0.27
N -3.5251 7.9473 -5.1732  -0.20
C -4.6617 8.2168 -6.0358  -0.25
C -4.5591 9.3818 -7.0291  -0.09
C -3.3001 8.9081 -4.1083  -0.25
C -2.6425 10.2471 -4.4701  -0.08
H -1.6073 6.1589 -4.3842  0.04
H -0.4237 6.5997 -5.6037  0.05
H -0.8320 7.7480 -4.3413  0.07
H -2.6335 6.7317 -6.5914  0.12
H -1.9212 8.3372 -6.5163  0.10
H -5.5470 8.3636 -5.4110  0.11
H -4.8638 7.3042 -6.6056  0.11
H -4.6602 10.3472 -6.5358  0.05
H -5.3695 9.3116 -7.7578  0.07
H -3.6209 9.3710 -7.5839  0.06
H -2.6860 8.4255 -3.3439  0.10
H -4.2526 9.1011 -3.6087  0.11
H -1.7970 10.1234 -5.1478  0.07
H -2.2648 10.7249 -3.5637  0.07
H -3.3483 10.9412 -4.9231  0.05
C -5.2044 -2.0565 9.0525  -0.09
C -4.5185 -1.4841 7.8214  -0.28
N -5.3720 -0.6123 7.0384  -0.20
C -4.8136 -0.2839 5.7388  -0.25
C -3.5179 0.5355 5.6918  -0.09
C -5.9786 0.4909 7.7615  -0.25
C -5.0507 1.4887 8.4685  -0.08
H -6.1214 -2.5806 8.7807  0.08
H -4.5410 -2.7688 9.5444  0.07
H -5.4492 -1.2849 9.7832  0.06
H -4.2174 -2.3221 7.1865  0.11
H -3.5889 -0.9842 8.1378  0.10
H -5.5772 0.2304 5.1491  0.11
H -4.6355 -1.2271 5.2112  0.10
H -3.6922 1.5864 5.9176  0.06
H -3.1002 0.4929 4.6838  0.06
H -2.7595 0.1518 6.3747  0.07
H -6.6566 0.0715 8.5092  0.10
H -6.6337 1.0351 7.0771  0.11
H -4.2410 0.9931 9.0053  0.07
H -5.6220 2.0628 9.2009  0.07
H -4.6153 2.2055 7.7746  0.05

Atoms 1-6, force components in eV/Å:
-0.242 0.666 -0.189
-0.016 -0.830 0.093
-0.640 0.581 -1.007
1.302 -0.806 -0.282
-0.971 -0.059 0.577
1.494 1.126 -0.874

Calculated values
net charge	0
frontier orbital gap	8.286	eV
highest occupied orbital energy	-8.0	eV
SMILES	CCCCN[C@](N=C=O)(O[C@@](CCC(=O)O)([C@H](I)CC)[C@](CCO)(O[C@@](Cl)(CN)CC(=O)O)P(=N)(O)O)P(C)O.CCN(CC)CC.CCN(CC)CC.CCN(CC)CC.CCN(CC)CC
multiplicity	1


(4)
A molecular structure, C15H25FNP2W. Source: the OMol25 dataset; level of theory: ωB97M-V/def2-TZVPD.

Last column: Löwdin charge in e.
Cartesian coordinates (Å):
W 0.3238 -0.9313 -1.0037  1.40
C 3.3247 -2.4296 1.2075  -0.18
P 2.3306 -1.2118 0.3148  0.84
C 2.7480 -1.4720 -1.5075  -0.26
C 2.9711 0.4799 0.6246  -0.38
C 4.2690 0.6909 1.0807  -0.04
C 4.7240 1.9778 1.3399  0.01
C 3.8765 3.0633 1.1783  0.01
C 2.5775 2.8690 0.7263  -0.05
C 2.1174 1.5908 0.4335  -0.37
P 0.4100 1.3826 -0.1963  0.81
C -0.7353 2.2343 0.9340  -0.18
C 0.2596 2.2309 -1.8117  -0.20
H 4.3840 -2.3188 0.9612  0.08
H 3.0072 -3.4437 0.9534  0.08
H 3.1932 -2.2855 2.2831  0.08
H 3.8393 -1.4020 -1.6336  0.11
H 2.3340 -0.6691 -2.1863  0.06
H 2.4639 -2.4905 -1.8488  0.09
H 4.9394 -0.1399 1.2435  0.12
H 5.7396 2.1247 1.6807  0.14
H 4.2236 4.0598 1.4087  0.14
H 1.9246 3.7214 0.6060  0.12
H -0.5291 3.3093 0.9232  0.08
H -0.6212 1.8690 1.9565  0.08
H -1.7683 2.0837 0.6109  0.05
H 0.5925 3.2717 -1.7604  0.08
H -0.7960 2.2274 -2.1109  0.07
H 0.8547 1.7122 -2.5809  0.06
C -4.5023 -2.5716 0.8533  0.02
C -4.0039 -1.4159 -0.0367  -0.56
C -4.4806 -1.6061 -1.5037  0.02
C -4.4728 -0.0391 0.4917  0.01
C -2.6066 -1.3879 -0.1049  0.00
N -1.4416 -1.2437 -0.2162  0.02
H -5.5879 -2.5870 0.8033  0.12
H -4.2025 -2.4371 1.8892  0.11
H -4.1294 -3.5305 0.5028  0.11
H -5.5692 -1.5983 -1.4868  0.12
H -4.1493 -2.5567 -1.9127  0.11
H -4.1389 -0.7952 -2.1428  0.10
H -5.5588 -0.0389 0.4892  0.12
H -4.1352 0.7667 -0.1560  0.09
H -4.1330 0.1453 1.5076  0.10
F 0.1324 -1.2100 -2.8059  -0.35

Atoms 1-6, force components in eV/Å:
-0.360 -0.918 -0.169
-0.492 -0.403 0.354
1.716 1.157 -0.690
-0.351 -0.277 -0.065
-0.512 -0.123 0.209
-0.095 -0.192 -0.048

Calculated values
net charge	+3
frontier orbital gap (alpha / beta)	6.590 / 6.502	eV
highest occupied orbital energy (alpha / beta)	-19.2 / -19.1	eV
energy above the lowest of the compared OMol25 structures with the same formula, charge and spin	22.9	kcal/mol
multiplicity	3


(5)
A molecular structure, C38H30IrN10O4S4Se. Source: the OMol25 dataset; level of theory: ωB97M-V/def2-TZVPD.

Last column: Löwdin charge in e.
Cartesian coordinates (Å):
Ir 0.2932 0.1231 -0.0985  1.00
C 0.1349 -0.6808 5.0945  -0.01
N -1.0335 -0.3212 4.2890  -0.10
C -2.1938 0.2509 4.7609  -0.02
C -2.9935 0.4571 3.7069  -0.01
N -2.3188 0.0097 2.5702  0.07
C -1.0926 -0.4626 2.9500  -0.62
S 0.1904 -1.1299 2.0834  0.78
C -2.9152 0.0279 1.2618  -0.24
C -4.2888 0.2138 1.1666  0.02
C -4.8793 0.1942 -0.0803  -0.03
C -4.0876 -0.0314 -1.1914  -0.03
C -2.7345 -0.1977 -0.9967  -0.13
N -2.1458 -0.1481 0.2058  0.01
H -0.1260 -0.5695 6.1421  0.10
H 0.9738 -0.0306 4.8473  0.08
H 0.4247 -1.7080 4.8894  0.09
H -2.3502 0.4794 5.8037  0.14
H -3.9664 0.9119 3.6834  0.13
H -4.9023 0.3323 2.0468  0.11
H -5.9491 0.3337 -0.1734  0.12
H -4.5047 -0.0836 -2.1884  0.12
H -2.0746 -0.3871 -1.8308  0.10
S -0.5936 2.4875 -0.0543  0.63
C -0.7217 2.7696 1.6514  -0.69
C -1.8154 3.4763 2.1669  -0.06
C -1.9516 3.6989 3.5265  -0.19
C -3.1657 4.3001 4.0251  -0.17
N -4.1621 4.7325 4.4052  0.18
C -0.9488 3.2693 4.4138  -0.20
C 0.1502 2.5949 3.9145  -0.06
C 0.2583 2.2920 2.5524  -0.68
S 1.5514 1.3020 1.9815  0.71
C -1.1041 3.4275 5.8386  -0.18
N -1.2431 3.4955 6.9795  0.18
H -2.5846 3.8258 1.4884  0.12
H 0.9368 2.2733 4.5878  0.12
N 1.0924 -4.4255 -9.7683  0.16
C 0.9765 -3.7054 -8.8781  -0.17
C 0.8237 -2.8066 -7.7576  -0.23
C 0.9069 -3.2920 -6.4546  -0.01
C 0.7361 -2.4393 -5.3818  0.01
C 0.4861 -1.0886 -5.5996  -0.16
C 0.4187 -0.5984 -6.8956  0.00
C 0.5830 -1.4536 -7.9695  -0.01
N 0.2910 -0.2116 -4.4955  0.01
C -0.1640 1.1022 -4.5385  -0.03
C -0.2264 1.5230 -3.2530  -0.13
N 0.1839 0.4958 -2.4234  -0.07
C 0.4813 -0.5226 -3.1896  -0.14
H 1.1028 -4.3428 -6.2843  0.13
H 0.7933 -2.8374 -4.3770  0.11
H 0.2489 0.4525 -7.0822  0.11
H 0.5282 -1.0697 -8.9797  0.13
H -0.3992 1.6164 -5.4541  0.11
H -0.5271 2.4859 -2.8663  0.08
H 0.8334 -1.4723 -2.8135  0.12
C 1.6616 -11.0069 -1.1802  -0.05
C 1.0823 -9.8785 -0.3641  -0.27
C -0.2928 -9.7811 -0.1564  -0.03
C -0.8292 -8.7438 0.5875  -0.05
C 0.0251 -7.7923 1.1303  -0.31
C 1.3998 -7.8752 0.9554  -0.05
C 1.9189 -8.9233 0.2115  -0.03
S -0.6549 -6.4020 1.9642  0.62
O -1.6937 -6.8246 2.8584  -0.29
O 0.4397 -5.6199 2.4776  -0.31
N -1.4017 -5.6275 0.7103  -0.13
C -0.5658 -5.2961 -0.4668  -0.21
C -1.2940 -4.2019 -1.2424  -0.09
C -1.1701 -2.9099 -0.4438  -0.65
O -1.8277 -2.8553 0.6152  -0.04
O -0.3562 -2.0301 -0.9187  -0.19
H 0.9087 -11.4544 -1.8293  0.08
H 2.0498 -11.7933 -0.5270  0.09
H 2.4892 -10.6572 -1.7986  0.08
H -0.9508 -10.5282 -0.5857  0.11
H -1.8983 -8.6637 0.7554  0.12
H 2.0386 -7.1228 1.4037  0.12
H 2.9913 -8.9993 0.0688  0.12
H -1.8044 -4.7611 1.0896  0.09
H -0.4356 -6.1821 -1.0839  0.11
H 0.4272 -4.9365 -0.1781  0.13
H -2.3502 -4.4651 -1.3231  0.13
H -0.8612 -4.0831 -2.2341  0.11
Se 5.1922 -0.5344 -0.4713  0.55
C 3.4460 -0.3929 -0.5410  -0.97
N 2.2726 -0.2993 -0.6027  -0.16

Atoms 1-6, force components in eV/Å:
-0.303 0.403 0.164
-0.115 0.049 -0.093
0.214 -0.061 0.298
0.151 -0.101 0.217
-0.030 0.019 -0.208
-0.089 0.118 -0.254

Calculated values
net charge	0
frontier orbital gap (alpha / beta)	6.753 / 4.956	eV
highest occupied orbital energy (alpha / beta)	-7.7 / -7.8	eV
energy above the lowest of the compared OMol25 structures with the same formula, charge and spin	18.8	kcal/mol
multiplicity	6


(6)
A gas-phase ion, C5H12NO (charge -1). Source: the OMol25 dataset; level of theory: ωB97M-V/def2-TZVPD.

Last column: Löwdin charge in e.
Cartesian coordinates (Å):
N -1.2936 1.0357 2.2655  -0.01
C -1.7501 1.1468 0.8741  -0.31
C -1.5947 -0.2277 0.2121  -0.23
C -0.1632 -0.6684 -0.0528  -0.26
C 0.4268 -0.3344 -1.4191  -0.22
C 2.0262 -0.6004 -1.5391  -0.56
O 2.6506 -0.6277 -0.3643  -0.36
H -0.2796 1.0499 2.2300  0.06
H -1.5100 1.8660 2.8060  0.05
H -1.2197 1.8573 0.2261  0.10
H -2.7962 1.4610 0.8619  0.09
H -2.1792 -0.9538 0.7772  0.09
H -2.0013 -0.1683 -0.8079  0.09
H -0.0212 -1.7552 0.0564  0.11
H 0.5516 -0.2750 0.6729  0.08
H 0.4384 0.7676 -1.4489  0.08
H -0.2123 -0.6062 -2.2634  0.08
H 2.3591 0.1810 -2.2463  0.05
H 2.0979 -1.5778 -2.1337  0.06

Atoms 1-6, force components in eV/Å:
0.430 0.603 -0.063
-0.060 -0.667 -0.408
-0.294 0.320 -1.041
1.159 -1.183 0.173
0.739 2.100 0.566
-1.175 -1.422 0.145

Calculated values
net charge	-1
frontier orbital gap	6.023	eV
highest occupied orbital energy	-2.2	eV
SMILES	NCCCCC[O-]
energy above the lowest of the compared OMol25 structures with the same formula, charge and spin	19.0	kcal/mol
multiplicity	1


The evaluated strongest force on any atom for the records listed, in turn: 0.0076 0.0707 0.0631 0.0424 0.0142 0.0447 Eh/bohr.
The evaluated M for the records listed, in turn: 134.18 134.04 1153.64 484.16 1090.17 102.16 g/mol.
The evaluated electronic energy for the records listed, in turn: -12484.5559 -18145.2399 -121929.4444 -40542.6742 -174507.3525 -8916.2385 eV.